No. 1
C14H45BO7Pt | ωB97M-V with the def2-TZVPD basis set

Its total charge is 0. Its spin multiplicity is 3. The maximum force comes out at 0.029 Eh/bohr. As for the total energy: -33496.80666 eV. For the molar mass, the calculation gives 531.4 g mol⁻¹. The value obtained for the gap between HOMO and LUMO (alpha / beta) is 8.518 / 7.351 eV.

Cartesian coordinates (Å):
Pt (-0.739, 1.001, 1.877)
O (-2.987, 0.700, 2.097)
O (2.114, 0.329, -2.267)
O (-0.525, -0.458, 3.316)
O (-1.982, 0.970, -2.801)
O (1.450, 1.571, 2.123)
O (-0.946, -3.020, -0.990)
O (-1.156, 2.989, 0.813)
C (-4.120, 1.454, 1.615)
C (-0.025, -1.093, 4.437)
C (-0.058, -3.518, -0.006)
C (3.486, 0.767, 1.076)
C (0.001, -5.027, -0.031)
C (-0.935, 1.374, -3.685)
C (-0.608, 0.253, -4.658)
C (0.616, -2.443, 4.099)
C (-0.265, 4.111, 0.771)
C (-4.670, 0.860, 0.338)
C (2.412, 0.476, 2.095)
C (2.362, -1.064, -2.356)
C (0.823, 3.911, -0.271)
C (3.006, -1.381, -3.693)
B (-0.443, 0.005, -0.215)
H (-3.754, 2.472, 1.502)
H (4.027, -1.003, -3.749)
H (0.587, -5.417, 0.804)
H (-0.788, -2.062, -1.027)
H (3.026, 0.958, 0.105)
H (-5.162, -0.099, 0.506)
H (0.749, -3.009, 5.026)
H (-3.856, 0.707, -0.372)
H (-0.393, -3.204, 0.990)
H (-0.080, -3.057, 3.523)
H (-0.833, 5.022, 0.568)
H (-1.361, 0.119, -5.428)
H (-0.843, -1.285, 5.147)
H (0.954, -3.133, -0.185)
H (-0.280, -0.764, 0.669)
H (4.147, -0.080, 0.893)
H (-5.421, 1.494, -0.136)
H (4.077, 1.631, 1.389)
H (0.349, 3.897, -1.257)
H (-0.074, 1.700, -3.098)
H (1.500, 4.766, -0.269)
H (-0.359, -0.669, -4.129)
H (-0.987, -5.473, 0.113)
H (-1.483, 0.538, 0.013)
H (0.409, -5.405, -0.969)
H (0.163, 4.276, 1.762)
H (-4.870, 1.409, 2.407)
H (2.767, 0.352, 3.120)
H (3.069, -2.454, -3.884)
H (-1.583, 0.421, -2.110)
H (1.946, 2.380, 2.282)
H (1.559, -2.298, 3.575)
H (2.360, -0.968, -4.470)
H (1.450, 0.468, -1.574)
H (0.337, 0.523, -5.149)
H (-0.557, -0.590, -1.235)
H (1.406, -1.595, -2.297)
H (-1.313, 2.220, -4.263)
H (-1.840, 3.118, 0.149)
H (1.313, 2.947, -0.158)
H (1.829, -0.413, 1.867)
H (0.486, 0.754, -0.321)
H (-3.272, -0.053, 2.622)
H (3.033, -1.414, -1.560)
H (0.759, -0.491, 4.925)



No. 2
C14H46O11 | ωB97M-V with the def2-TZVPD basis set

As for the SMILES: C1CCOC1.C1CCOC1.CC(C)O.CC(C)O.O.O.O.O.O.O.O. Its total charge is 0. The energy relative to the best compared isomer or geometry (same formula, charge and spin) comes out at 0.00 kcal per mole. The maximum force comes out at 0.066 Eh/bohr. As for the total energy: -37782.79711 eV. For the molar mass, the calculation gives 390.5 g mol⁻¹. The value obtained for the gap between HOMO and LUMO is 9.451 eV.

Cartesian coordinates (Å):
O (-10.399, -13.618, 24.798)
O (-6.930, -19.299, 15.537)
O (-16.079, -19.165, 20.658)
O (-7.990, -15.525, 28.987)
O (-16.338, -24.314, 16.859)
O (-10.404, -19.741, 30.507)
O (-12.657, -18.147, 18.056)
O (-4.758, -23.759, 30.678)
O (-17.950, -16.138, 23.615)
O (-12.468, -24.399, 30.126)
O (-11.409, -18.538, 23.609)
C (-4.755, -22.751, 29.771)
C (-4.788, -20.020, 14.830)
C (-4.931, -18.584, 14.499)
C (-9.436, -19.585, 22.745)
C (-6.481, -18.514, 14.444)
C (-11.074, -20.830, 24.294)
C (-10.377, -19.501, 23.954)
C (-6.004, -20.374, 15.727)
C (-16.020, -24.305, 15.527)
C (-15.152, -24.385, 17.695)
C (-4.896, -21.476, 30.622)
C (-13.914, -24.343, 16.719)
C (-14.561, -23.765, 15.484)
C (-5.934, -22.973, 28.848)
H (-11.946, -25.118, 30.484)
H (-4.503, -18.015, 15.324)
H (-4.014, -21.439, 31.263)
H (-4.485, -18.334, 13.537)
H (-14.923, -23.462, 18.226)
H (-5.766, -21.519, 31.277)
H (-6.318, -21.372, 15.420)
H (-9.189, -18.597, 22.358)
H (-6.919, -17.525, 14.314)
H (-13.534, -25.364, 16.750)
H (-5.957, -23.983, 28.437)
H (-11.595, -21.304, 23.463)
H (-5.883, -22.112, 28.182)
H (-4.167, -23.500, 31.388)
H (-6.832, -19.082, 13.583)
H (-16.749, -24.055, 14.755)
H (-5.092, -20.512, 30.153)
H (-9.459, -13.643, 24.622)
H (-10.035, -20.623, 30.458)
H (-15.923, -25.360, 15.271)
H (-11.809, -18.257, 17.625)
H (-3.823, -22.725, 29.205)
H (-17.794, -16.261, 24.551)
H (-17.239, -16.616, 23.188)
H (-8.421, -14.842, 28.473)
H (-8.521, -20.162, 22.877)
H (-15.230, -25.195, 18.421)
H (-3.820, -20.217, 15.291)
H (-11.963, -18.984, 22.964)
H (-15.411, -18.947, 20.008)
H (-14.198, -24.031, 14.492)
H (-5.716, -20.221, 16.767)
H (-10.083, -20.059, 22.006)
H (-16.842, -19.423, 20.141)
H (-13.134, -23.689, 17.108)
H (-12.907, -17.242, 17.868)
H (-8.629, -16.236, 29.025)
H (-9.929, -18.954, 24.784)
H (-11.225, -19.796, 30.018)
H (-4.924, -20.493, 13.858)
H (-10.752, -14.376, 24.332)
H (-11.677, -20.538, 25.154)
H (-6.854, -22.911, 29.428)
H (-12.940, -24.789, 29.390)
H (-10.304, -21.448, 24.757)
H (-14.565, -22.678, 15.409)



No. 3
C14H47BN4O10PS | ωB97M-V with the def2-TZVPD basis set

Its total charge is +1. The energy relative to the best compared isomer or geometry (same formula, charge and spin) comes out at 34.18 kcal per mole. The maximum force comes out at 0.081 Eh/bohr. As for the total energy: -62508.69167 eV. For the molar mass, the calculation gives 505.4 g mol⁻¹. The value obtained for the gap between HOMO and LUMO is 8.853 eV.

Cartesian coordinates (Å):
S (-3.650, 2.835, -0.089)
P (-4.365, 0.129, 0.877)
O (-0.669, -1.244, 0.286)
O (-4.814, -3.564, 1.454)
O (0.003, 4.662, 3.549)
O (-1.797, 1.578, -2.010)
O (1.794, 1.678, -4.153)
O (4.492, -3.531, 1.876)
O (1.102, 3.497, -7.026)
O (-4.384, 0.643, 2.317)
O (4.269, -7.311, 3.482)
O (-1.653, -0.880, 2.449)
N (2.828, 2.693, 1.716)
N (-1.713, 1.037, 0.813)
N (2.497, 2.777, -0.599)
N (1.219, 4.150, 0.853)
C (-2.716, 0.660, -1.440)
C (3.085, -8.064, 3.234)
C (-0.811, 5.810, 3.804)
C (0.767, 1.632, 0.896)
C (4.247, -4.850, 1.385)
C (-0.590, 1.804, 0.169)
C (0.806, 2.782, -8.225)
C (1.786, 2.830, 0.674)
C (1.700, -1.936, -0.041)
C (-0.526, 1.531, -1.365)
C (-6.199, -3.253, 1.613)
C (-2.985, 1.108, 0.031)
C (1.135, 0.865, -5.116)
C (0.483, -1.873, 0.929)
B (-1.329, -0.405, 1.163)
H (3.338, -9.044, 2.822)
H (-6.805, -3.936, 1.016)
H (0.789, -1.234, 1.774)
H (2.477, -7.520, 2.513)
H (-2.405, -0.397, -1.539)
H (-6.478, -3.330, 2.666)
H (-2.437, -1.435, 2.403)
H (4.503, -5.586, 2.150)
H (0.544, 4.390, 0.138)
H (-6.368, -2.232, 1.272)
H (-0.397, 3.920, 4.009)
H (-0.003, 0.594, -1.622)
H (0.138, 1.264, -5.320)
H (1.246, 0.730, 0.465)
H (4.792, -7.803, 4.118)
H (-4.690, -4.463, 1.762)
H (-0.865, 2.872, 0.265)
H (1.177, 1.766, -8.120)
H (-4.739, 2.816, 0.754)
H (3.190, -4.938, 1.138)
H (3.329, 1.828, 1.542)
H (2.605, -1.849, 0.584)
H (0.262, -2.889, 1.283)
H (1.862, 2.560, -4.531)
H (-1.902, 1.484, 1.723)
H (1.296, 3.256, -9.077)
H (1.725, -2.845, -0.654)
H (-4.128, -1.275, 0.832)
H (1.981, 3.238, -1.335)
H (-5.640, 0.463, 0.330)
H (0.815, 4.258, 1.783)
H (0.768, 4.388, -7.137)
H (0.648, 1.513, 1.992)
H (-1.823, 5.648, 3.426)
H (0.078, 2.350, -1.784)
H (-0.274, 2.754, -8.390)
H (-0.846, 6.014, 4.876)
H (-3.656, 0.806, -1.995)
H (1.719, 0.838, -6.038)
H (2.678, 1.811, -0.844)
H (2.371, 2.634, 2.621)
H (5.426, -3.478, 2.085)
H (1.045, -0.144, -4.718)
H (2.516, -8.190, 4.158)
H (1.651, -1.037, -0.678)
H (-0.370, 6.662, 3.293)
H (4.844, -5.026, 0.485)



No. 4
C14H48O10 | ωB97M-V with the def2-TZVPD basis set

As for the SMILES: CCO.CCO.CCO.CCO.CO.CO.CO.CO.CO.CO. Its total charge is 0. The energy relative to the best compared isomer or geometry (same formula, charge and spin) comes out at 133.88 kcal per mole. The maximum force comes out at 0.088 Eh/bohr. As for the total energy: -35765.16226 eV. For the molar mass, the calculation gives 376.5 g mol⁻¹. The value obtained for the gap between HOMO and LUMO is 9.784 eV.

Cartesian coordinates (Å):
O (4.398, -1.444, -1.531)
O (-3.767, -1.135, 2.022)
O (-1.329, 0.661, -2.603)
O (-0.156, -2.668, 2.615)
O (2.341, 3.197, -3.498)
O (0.678, 1.302, 3.365)
O (-3.334, 0.436, -0.611)
O (-1.129, -0.679, 0.745)
O (3.038, 1.042, -0.642)
O (-0.872, 4.102, -0.256)
C (1.248, 0.579, 4.351)
C (-3.863, -2.449, 2.440)
C (-3.986, -0.348, -1.485)
C (2.618, 0.199, 3.908)
C (-1.541, 2.495, 1.449)
C (0.180, -0.434, 0.311)
C (0.251, -0.880, -3.512)
C (-3.465, -1.786, -1.450)
C (3.332, -2.096, -2.121)
C (1.072, -3.263, 2.124)
C (3.255, 0.746, 0.647)
C (1.192, 2.923, -2.682)
C (-0.733, 0.204, -3.810)
C (-0.692, 2.765, 0.247)
H (-0.210, 0.982, -4.302)
H (5.242, -1.694, -1.931)
H (-0.504, -2.046, 1.973)
H (0.369, -1.552, -4.394)
H (-0.253, 1.360, 3.661)
H (0.460, -1.256, -0.328)
H (3.075, -0.558, 4.495)
H (-1.913, 1.424, -2.828)
H (3.715, -3.116, -2.296)
H (1.202, -0.407, -3.229)
H (2.434, -2.082, -1.391)
H (2.295, -0.359, 2.961)
H (-3.259, 1.296, -0.965)
H (1.159, 1.909, -2.317)
H (-2.307, -1.916, -1.538)
H (2.420, 1.105, 1.204)
H (4.170, 1.207, 0.941)
H (-4.987, -2.650, 2.437)
H (0.171, 3.136, -3.134)
H (0.224, 0.418, -0.390)
H (1.180, 3.432, -1.737)
H (0.616, -0.267, 4.651)
H (1.818, -3.019, 2.811)
H (-2.649, 2.717, 1.340)
H (-1.489, -0.171, -4.459)
H (-3.728, -0.017, -2.523)
H (-3.636, -2.511, 3.591)
H (0.980, -4.300, 2.022)
H (-3.923, -2.336, -0.604)
H (1.418, -2.818, 1.187)
H (0.778, -0.310, 1.198)
H (-3.305, -3.184, 1.867)
H (-0.154, -1.490, -2.669)
H (-1.289, 1.587, 1.885)
H (3.585, 0.409, -1.118)
H (-0.436, 4.712, 0.346)
H (0.386, 2.740, 0.353)
H (3.113, -1.552, -3.021)
H (-1.148, 3.175, 2.249)
H (3.325, 1.076, 3.721)
H (1.345, 1.217, 5.246)
H (-0.921, 2.059, -0.449)
H (-3.964, -2.210, -2.283)
H (-5.043, -0.165, -1.375)
H (-1.736, -0.115, 0.241)
H (-2.990, -1.188, 1.442)
H (3.249, -0.333, 0.932)
H (2.379, 4.199, -3.496)



No. 5
C14H49CdNO20 | ωB97M-V with the def2-TZVPD basis set

Its total charge is 0. The maximum force comes out at 0.093 Eh/bohr. As for the total energy: -62313.27811 eV. For the molar mass, the calculation gives 663.9 g mol⁻¹. The value obtained for the gap between HOMO and LUMO is 5.767 eV.

Cartesian coordinates (Å):
Cd (1.753, -22.593, -17.292)
O (0.992, -24.479, -17.758)
O (-0.580, -17.791, -15.051)
O (1.145, -21.606, -19.059)
O (-4.002, -24.159, -13.725)
O (-5.503, -21.638, -16.621)
O (-3.201, -18.463, -13.771)
O (2.787, -20.784, -16.724)
O (-5.403, -18.209, -15.538)
O (-1.688, -18.496, -11.190)
O (-1.568, -24.520, -16.834)
O (2.437, -23.130, -15.293)
O (-5.699, -21.669, -11.344)
O (1.985, -16.628, -16.361)
O (-2.054, -16.881, -17.559)
O (-0.810, -14.833, -14.439)
O (0.597, -20.224, -12.560)
O (-0.157, -22.128, -16.459)
O (-3.251, -15.465, -13.097)
O (-2.942, -22.575, -15.768)
O (-2.198, -18.775, -6.765)
N (-2.420, -20.782, -9.880)
C (-2.362, -21.507, -15.468)
C (-2.070, -19.553, -5.595)
C (1.307, -25.637, -18.471)
C (-2.496, -19.279, -14.429)
C (-1.055, -18.932, -14.895)
C (2.232, -26.598, -17.755)
C (-1.758, -19.384, -7.955)
C (-3.085, -20.463, -14.777)
C (-0.345, -19.980, -15.455)
C (-6.372, -22.232, -10.224)
C (-0.807, -21.266, -15.849)
C (-4.551, -20.828, -11.092)
C (-3.412, -21.678, -10.496)
C (-2.796, -20.346, -8.535)
H (2.663, -20.007, -17.286)
H (-1.595, -25.082, -16.044)
H (-4.723, -18.390, -14.865)
H (-0.120, -19.609, -12.345)
H (1.674, -26.958, -16.885)
H (-2.164, -19.982, -10.475)
H (1.743, -25.294, -19.426)
H (-3.459, -16.365, -13.380)
H (2.326, -27.479, -18.392)
H (-4.902, -20.115, -10.344)
H (-3.565, -23.559, -14.352)
H (-1.268, -17.331, -17.875)
H (-1.330, -17.624, -10.982)
H (-2.976, -20.121, -5.360)
H (-2.950, -21.238, -7.920)
H (2.724, -20.438, -15.821)
H (-5.344, -22.160, -17.412)
H (-1.267, -20.292, -5.658)
H (1.293, -16.683, -15.687)
H (1.512, -20.724, -19.204)
H (-0.828, -19.906, -7.701)
H (-2.945, -22.271, -11.286)
H (-0.664, -24.515, -17.263)
H (-2.330, -18.329, -11.902)
H (1.574, -16.982, -17.154)
H (3.144, -26.106, -17.425)
H (-4.075, -15.122, -12.738)
H (-3.774, -22.396, -9.763)
H (-7.088, -22.942, -10.631)
H (-4.280, -20.435, -12.068)
H (-4.309, -23.591, -13.009)
H (0.408, -26.138, -18.862)
H (-1.916, -18.848, -4.778)
H (-6.961, -21.419, -9.789)
H (-0.701, -15.732, -14.771)
H (-1.987, -16.927, -16.596)
H (0.666, -19.824, -15.819)
H (-3.787, -19.880, -8.625)
H (-5.475, -19.028, -16.042)
H (-1.583, -18.573, -8.657)
H (0.697, -21.822, -19.888)
H (-4.034, -20.769, -14.361)
H (2.006, -22.827, -14.479)
H (-5.716, -22.697, -9.489)
H (0.798, -20.053, -13.488)
H (-1.881, -23.578, -16.630)
H (3.182, -23.667, -14.995)
H (-1.208, -14.951, -13.570)
H (-4.706, -21.763, -16.081)



No. 6
C14H4Cl5F6N2O7RhS2 | ωB97M-V with the def2-TZVPD basis set

Its total charge is 0. The energy relative to the best compared isomer or geometry (same formula, charge and spin) comes out at 0.00 kcal per mole. The maximum force comes out at 0.009 Eh/bohr. As for the total energy: -135491.22901 eV. For the molar mass, the calculation gives 770.5 g mol⁻¹. The value obtained for the gap between HOMO and LUMO is 7.843 eV.

Cartesian coordinates (Å):
Rh (-0.789, -0.119, -0.407)
Cl (3.077, -2.522, -5.463)
Cl (1.214, -4.997, -5.062)
Cl (2.661, 0.051, -3.726)
Cl (-1.065, -4.857, -2.912)
Cl (-1.459, -2.301, -1.219)
S (-2.094, -0.601, 2.543)
S (0.429, -1.877, 2.027)
F (2.937, -1.527, 2.610)
F (1.650, 0.071, 3.290)
F (1.656, -1.824, 4.332)
F (-2.853, 1.654, 3.582)
F (-1.456, 0.537, 4.808)
F (-0.760, 1.600, 3.047)
O (-2.926, 2.842, -1.890)
O (0.500, -0.134, -1.864)
O (-2.161, -0.055, 1.179)
O (-3.301, -1.143, 3.048)
O (-2.120, 0.792, -1.503)
O (0.639, -1.077, 0.807)
O (0.661, -3.271, 1.909)
N (-0.186, 1.712, 0.000)
N (-0.881, -1.546, 2.798)
C (0.992, -3.578, -4.118)
C (0.424, 4.354, 0.299)
C (1.823, -2.466, -4.293)
C (-0.981, 2.638, -0.549)
C (1.755, -1.251, 3.146)
C (-2.137, 2.096, -1.371)
C (-0.710, 3.981, -0.406)
C (1.648, -1.323, -3.529)
C (0.632, -1.243, -2.560)
C (-0.178, -2.368, -2.413)
C (-0.016, -3.522, -3.167)
C (1.256, 3.376, 0.827)
C (-1.768, 0.896, 3.571)
C (0.922, 2.046, 0.658)
H (-1.387, 4.691, -0.859)
H (1.523, 1.234, 1.039)
H (2.158, 3.633, 1.363)
H (0.667, 5.400, 0.427)